(1)
This record from the Open Molecules 2025 dataset describes an isolated molecule of C3H6N3P. The level of theory is ωB97M-V/def2-TZVPD.

**LUMO energy**: 0.970 eV
**HOMO**: -9.2 eV
**Structure (SMILES)**: NPn1cccn1
**Energy relative to the best compared isomer or geometry (same formula, charge and spin)**: 28.36 kcal/mol
**Kohn-Sham gap**: 10.22 eV
**E**: -623.49372 hartree
**Total charge**: 0
**Max |F|**: 5.44 eV Å⁻¹

Each line ends with the natural charge from an NBO analysis.
Positions of all 13 atoms, in Å:
P  1.87  0.63  -0.05  0.95
N  -0.46  -0.88  -0.25  -0.30
N  0.04  0.39  -0.07  -0.44
N  2.53  -0.81  0.37  -1.18
C  -2.13  0.57  0.17  -0.36
C  -0.98  1.25  0.19  -0.03
C  -1.75  -0.68  -0.22  -0.03
H  -2.52  -1.52  -0.41  0.20
H  1.98  0.31  -1.59  -0.08
H  -0.86  2.22  0.49  0.21
H  3.25  -0.95  1.10  0.42
H  2.13  -1.60  -0.04  0.41
H  -3.10  1.07  0.30  0.23


(2)
This record from the Open Molecules 2025 dataset describes a cluster of 2 separate species, C3H6N3S in total. The level of theory is ωB97M-V/def2-TZVPD.

**LUMO energy**: -5.256 eV
**HOMO**: -12.9 eV
**Energy relative to the best compared isomer or geometry (same formula, charge and spin)**: 86.25 kcal/mol
**Kohn-Sham gap**: 7.62 eV
**E**: -679.97350 hartree
**Total charge**: +1
**Max |F|**: 3.68 eV Å⁻¹

Each line ends with the natural charge from an NBO analysis.
Positions of all 13 atoms, in Å:
S  0.21  -1.21  -1.13  0.34
N  0.78  -3.10  1.92  0.35
N  0.89  -4.12  1.47  -0.13
N  0.07  -0.01  1.02  -0.57
C  0.42  -1.18  0.53  -0.07
C  -0.13  1.12  0.13  -0.25
C  -0.52  0.47  -1.24  -0.54
H  0.20  0.07  2.05  0.43
H  0.05  0.84  -2.05  0.24
H  -1.55  0.36  -1.64  0.25
H  0.73  1.71  -0.03  0.22
H  -0.86  1.83  0.58  0.24
H  0.83  -4.96  0.96  0.49


(3)
This record from the Open Molecules 2025 dataset describes the ion C3H6N3S with charge +1. The level of theory is ωB97M-V/def2-TZVPD.

**LUMO energy (spin up / spin down)**: -5.608 / -5.609 eV
**HOMO (spin up / spin down)**: -12.9 / -12.9 eV
**Structure (SMILES)**: SC1=NNCC=[NH+]1
**Energy relative to the best compared isomer or geometry (same formula, charge and spin)**: 69.15 kcal/mol
**Kohn-Sham gap (spin up / spin down)**: 7.25 / 7.24 eV
**E**: -680.00075 hartree
**Total charge**: +1
**Max |F|**: 4.65 eV Å⁻¹

Each line ends with the natural charge from an NBO analysis.
Positions of all 13 atoms, in Å:
S  -0.97  -0.80  -2.71  0.12
N  -0.85  -0.19  1.01  -0.29
N  -1.17  -0.57  -0.20  -0.19
N  0.92  -0.06  -0.88  -0.43
C  1.21  0.33  0.35  0.20
C  0.24  0.78  1.27  -0.37
C  -0.39  -0.29  -1.19  0.12
H  0.53  0.86  2.38  0.29
H  1.53  -0.06  -1.63  0.45
H  2.26  0.20  0.49  0.24
H  -1.93  -1.25  -1.85  0.20
H  -1.10  -0.78  1.70  0.40
H  -0.28  1.82  1.25  0.26


(4)
This record from the Open Molecules 2025 dataset describes the ion C3H6N3S2 with charge -1. The level of theory is ωB97M-V/def2-TZVPD.

**LUMO energy (spin up / spin down)**: 2.460 / 2.461 eV
**HOMO (spin up / spin down)**: -2.3 / -2.3 eV
**Energy relative to the best compared isomer or geometry (same formula, charge and spin)**: 27.20 kcal/mol
**Kohn-Sham gap (spin up / spin down)**: 4.79 / 4.79 eV
**E**: -1078.43841 hartree
**Total charge**: -1
**Max |F|**: 2.77 eV Å⁻¹

Each line ends with the natural charge from an NBO analysis.
Positions of all 14 atoms, in Å:
S  -2.62  1.65  0.14  -0.13
S  -3.11  -1.23  -0.28  -0.07
N  -1.59  -0.76  0.11  -0.41
N  -1.34  0.52  0.31  -0.20
N  1.53  -1.56  0.98  -0.77
C  0.96  0.26  -0.56  -0.52
C  1.70  -0.94  -0.09  -0.03
C  0.03  1.00  0.45  -0.25
H  1.70  0.92  -0.93  0.20
H  0.37  0.77  1.44  0.24
H  0.48  -0.15  -1.42  0.21
H  -0.89  -1.45  0.37  0.46
H  0.20  2.15  0.31  0.23
H  2.58  -1.16  -0.83  0.04


(5)
This record from the Open Molecules 2025 dataset describes a structure of composition C3H6N4. The level of theory is ωB97M-V/def2-TZVPD.

**LUMO energy**: 0.667 eV
**HOMO**: -9.0 eV
**Energy relative to the best compared isomer or geometry (same formula, charge and spin)**: 123.60 kcal/mol
**Kohn-Sham gap**: 9.69 eV
**E**: -336.75229 hartree
**Total charge**: 0
**Max |F|**: 3.27 eV Å⁻¹

Each line ends with the natural charge from an NBO analysis.
Positions of all 13 atoms, in Å:
N  1.55  -0.01  0.40  0.26
N  -0.38  2.45  -1.10  -0.32
N  0.85  -0.22  -0.54  -0.32
N  2.46  0.13  1.07  -0.11
C  -0.19  -1.09  -0.80  -0.04
C  -0.80  -1.01  -1.98  -0.39
C  0.73  2.41  -0.90  0.07
H  1.77  2.33  -0.52  0.24
H  -2.15  -0.67  4.50  0.00
H  -1.47  -0.46  4.82  0.00
H  -0.47  -0.23  -2.52  0.20
H  -0.38  -1.93  -0.06  0.20
H  -1.50  -1.70  -2.37  0.21


(6)
This record from the Open Molecules 2025 dataset describes an isolated molecule of C3H6N4. The level of theory is ωB97M-V/def2-TZVPD.

**LUMO energy**: 0.821 eV
**HOMO**: -8.2 eV
**Structure (SMILES)**: C/N=c1/[nH]cn[nH]1
**Energy relative to the best compared isomer or geometry (same formula, charge and spin)**: 57.07 kcal/mol
**Kohn-Sham gap**: 9.01 eV
**E**: -336.85830 hartree
**Total charge**: 0
**Max |F|**: 8.23 eV Å⁻¹

Each line ends with the natural charge from an NBO analysis.
Positions of all 13 atoms, in Å:
N  -0.43  -0.81  0.13  -0.46
N  1.15  0.87  -0.17  -0.55
N  -1.28  1.06  0.11  -0.59
N  -1.79  -0.94  -0.04  -0.29
C  -0.01  0.47  0.02  0.54
C  -2.27  0.19  -0.05  0.18
C  2.06  -0.19  0.08  -0.46
H  -3.30  0.34  -0.20  0.21
H  0.19  -1.54  -0.41  0.41
H  1.81  -0.96  0.97  0.18
H  3.08  0.13  0.23  0.21
H  -1.52  2.13  0.23  0.42
H  2.32  -0.74  -0.90  0.18


(7)
This record from the Open Molecules 2025 dataset describes an isolated molecule of C3H6N4. The level of theory is ωB97M-V/def2-TZVPD.

**LUMO energy**: 0.783 eV
**HOMO**: -7.2 eV
**Structure (SMILES)**: N/N=C1/C=NNC1
**Energy relative to the best compared isomer or geometry (same formula, charge and spin)**: 73.22 kcal/mol
**Kohn-Sham gap**: 8.03 eV
**E**: -336.83257 hartree
**Total charge**: 0
**Max |F|**: 5.77 eV Å⁻¹

Each line ends with the natural charge from an NBO analysis.
Positions of all 13 atoms, in Å:
N  -0.41  2.23  0.06  -0.63
N  -0.11  -2.23  0.26  -0.15
N  0.79  -1.63  -0.47  -0.40
N  -1.06  1.26  0.69  -0.21
C  0.78  -0.18  -0.38  -0.34
C  -0.95  -1.23  0.76  -0.13
C  -0.49  0.09  0.53  0.10
H  0.33  1.91  -0.57  0.35
H  1.69  0.30  0.04  0.22
H  0.63  0.25  -1.39  0.20
H  1.58  -2.22  -0.73  0.39
H  -1.81  -1.55  1.34  0.22
H  -0.97  3.01  -0.14  0.38


(8)
This record from the Open Molecules 2025 dataset describes an isolated molecule of C3H6N4. The level of theory is ωB97M-V/def2-TZVPD.

**LUMO energy**: 0.425 eV
**HOMO**: -8.8 eV
**Structure (SMILES)**: Nc1ccnn1N
**Energy relative to the best compared isomer or geometry (same formula, charge and spin)**: 82.11 kcal/mol
**Kohn-Sham gap**: 9.19 eV
**E**: -336.81840 hartree
**Total charge**: 0
**Max |F|**: 5.26 eV Å⁻¹

Each line ends with the natural charge from an NBO analysis.
Positions of all 13 atoms, in Å:
N  -1.63  -0.81  -0.80  -0.62
N  1.07  -1.36  -1.02  -0.88
N  -0.99  0.91  0.76  -0.24
N  -0.71  0.00  -0.06  -0.01
C  1.27  0.74  0.62  -0.35
C  0.65  -0.20  -0.25  0.21
C  0.21  1.34  1.23  -0.09
H  -1.34  -0.62  -1.85  0.37
H  2.24  1.07  0.64  0.22
H  1.62  -0.95  -1.86  0.39
H  0.06  2.02  2.10  0.22
H  1.74  -2.11  -0.28  0.39
H  -1.28  -1.83  -0.52  0.38


(9)
This record from the Open Molecules 2025 dataset describes an isolated molecule of C3H6N4. The level of theory is ωB97M-V/def2-TZVPD.

**LUMO energy**: 0.579 eV
**HOMO**: -9.3 eV
**Structure (SMILES)**: NCc1cnn[nH]1
**Energy relative to the best compared isomer or geometry (same formula, charge and spin)**: 57.81 kcal/mol
**Kohn-Sham gap**: 9.88 eV
**E**: -336.85713 hartree
**Total charge**: 0
**Max |F|**: 4.16 eV Å⁻¹

Each line ends with the natural charge from an NBO analysis.
Positions of all 13 atoms, in Å:
N  -1.77  0.85  0.10  -0.23
N  -2.10  -0.43  -0.09  -0.09
N  -0.83  -0.98  -0.07  -0.33
N  2.44  0.47  -0.13  -0.84
C  -0.47  1.06  0.04  -0.14
C  1.56  -0.59  0.18  -0.24
C  0.13  -0.15  -0.07  0.12
H  -0.59  -1.91  -0.23  0.39
H  2.61  0.77  -1.13  0.39
H  -0.10  2.01  0.25  0.22
H  1.54  -0.71  1.27  0.21
H  3.24  0.06  0.42  0.37
H  1.83  -1.61  -0.15  0.17


(10)
This record from the Open Molecules 2025 dataset describes a structure of composition C3H6N4O. The level of theory is ωB97M-V/def2-TZVPD.

**LUMO energy (spin up / spin down)**: 0.892 / 0.892 eV
**HOMO (spin up / spin down)**: -7.1 / -7.1 eV
**Energy relative to the best compared isomer or geometry (same formula, charge and spin)**: 172.79 kcal/mol
**Kohn-Sham gap (spin up / spin down)**: 7.98 / 7.98 eV
**E**: -411.93359 hartree
**Total charge**: 0
**Max |F|**: 4.20 eV Å⁻¹

Each line ends with the natural charge from an NBO analysis.
Positions of all 14 atoms, in Å:
O  -1.86  0.11  -0.79  -0.37
N  0.20  0.90  0.09  -0.45
N  2.59  -0.04  -0.85  -0.67
N  -1.76  -0.96  0.23  -0.36
N  0.47  -0.41  0.29  -0.17
C  -0.47  -1.42  0.43  0.09
C  1.94  0.15  0.18  0.36
C  -1.12  1.20  -0.28  0.06
H  -2.53  -1.63  0.06  0.40
H  -0.25  -2.45  0.76  0.22
H  3.57  0.39  -0.82  0.37
H  2.14  0.63  1.04  0.18
H  -1.66  1.52  0.63  0.15
H  -1.25  2.01  -0.98  0.19


(11)
This record from the Open Molecules 2025 dataset describes an isolated molecule of C3H6N4O. The level of theory is ωB97M-V/def2-TZVPD.

**LUMO energy**: 0.569 eV
**HOMO**: -7.6 eV
**Structure (SMILES)**: [H]/N=c1/cc(O)[nH]n1N
**Energy relative to the best compared isomer or geometry (same formula, charge and spin)**: 82.11 kcal/mol
**Kohn-Sham gap**: 8.20 eV
**E**: -412.07809 hartree
**Total charge**: 0
**Max |F|**: 3.76 eV Å⁻¹

Each line ends with the natural charge from an NBO analysis.
Positions of all 14 atoms, in Å:
O  -0.17  -1.94  2.01  -0.69
N  -1.10  1.77  -0.62  -0.65
N  -0.13  0.98  0.01  -0.13
N  -0.54  0.21  1.14  -0.47
N  1.13  0.21  -1.87  -0.71
C  0.63  -1.26  -0.16  -0.47
C  0.57  0.02  -0.78  0.37
C  -0.01  -1.06  1.02  0.52
H  1.07  1.21  -2.11  0.32
H  1.21  -2.05  -0.55  0.24
H  0.60  -2.47  2.26  0.51
H  -1.45  1.20  -1.43  0.35
H  -1.01  0.51  2.06  0.43
H  -0.80  2.68  -0.96  0.37


(12)
This record from the Open Molecules 2025 dataset describes an isolated molecule of C3H6N4O. The level of theory is ωB97M-V/def2-TZVPD.

**LUMO energy**: 0.483 eV
**HOMO**: -8.7 eV
**Structure (SMILES)**: Nn1ccc(=O)n1N
**Energy relative to the best compared isomer or geometry (same formula, charge and spin)**: 79.91 kcal/mol
**Kohn-Sham gap**: 9.22 eV
**E**: -412.08159 hartree
**Total charge**: 0
**Max |F|**: 2.50 eV Å⁻¹

Each line ends with the natural charge from an NBO analysis.
Positions of all 14 atoms, in Å:
O  -2.34  0.40  -0.02  -0.57
N  0.01  1.92  0.20  -0.62
N  0.00  0.62  -0.33  -0.18
N  0.97  -0.27  0.22  -0.14
N  2.27  -0.04  -0.15  -0.64
C  -0.84  -1.55  0.00  -0.40
C  -1.24  -0.13  -0.16  0.61
C  0.49  -1.53  0.14  0.04
H  0.67  2.44  -0.35  0.36
H  -1.54  -2.41  0.08  0.25
H  0.26  1.86  1.22  0.35
H  2.30  0.18  -1.12  0.35
H  1.16  -2.36  0.40  0.23
H  2.67  0.80  0.38  0.36


total charge of number 1 (C3H6N3P)? 0